{
  "formula": "C17H51AsF6O8",
  "method": "the ωB97M-V functional and the def2-TZVPD basis",
  "orbital_gap_ev": 8.3,
  "energy_ev": -111979.515,
  "homo_energy_ev": -9.39,
  "elements": ["O", "H", "H", "H", "As", "F", "F", "F", "F", "F", "F", "C", "C", "C", "O", "H", "H", "H", "H", "H", "H", "H", "H", "C", "C", "C", "O", "H", "H", "H", "H", "H", "H", "H", "H", "C", "C", "C", "O", "H", "H", "H", "H", "H", "H", "H", "H", "C", "C", "C", "O", "H", "H", "H", "H", "H", "H", "H", "H", "C", "C", "C", "O", "H", "H", "H", "H", "H", "H", "H", "H", "C", "O", "H", "H", "H", "H", "C", "O", "H", "H", "H", "H"],
  "positions_angstrom": [[-9.4929, -5.1743, 12.4060], [-10.3261, -4.7360, 12.6218], [-9.4031, -5.9221, 13.0370], [-8.7103, -4.6081, 12.4832], [-5.9761, -4.1644, 13.8196], [-6.2700, -5.8347, 13.1713], [-4.3257, -4.0963, 13.1219], [-5.5981, -2.5183, 14.4202], [-7.6058, -4.1505, 14.4731], [-5.3896, -4.7715, 15.4014], [-6.5825, -3.4376, 12.2849], [-7.1204, -8.5733, 11.6533], [-8.0859, -8.5667, 10.4597], [-9.1581, -9.6641, 10.5125], [-8.6549, -7.2753, 10.2152], [-6.4233, -7.7363, 11.6253], [-6.7108, -9.5526, 11.8991], [-7.6756, -8.3459, 12.5678], [-7.5318, -8.7183, 9.5298], [-9.5576, -9.7323, 11.5250], [-8.6437, -10.5773, 10.2135], [-9.9898, -9.5245, 9.8230], [-7.9603, -6.6443, 10.0080], [-3.5057, -7.2614, 9.9237], [-3.3852, -5.7120, 10.0719], [-2.1008, -5.1807, 10.6092], [-3.5437, -5.1325, 8.7478], [-4.4903, -7.7012, 9.7682], [-3.2600, -7.8052, 10.8413], [-2.7015, -7.6101, 9.2740], [-4.1614, -5.3671, 10.7555], [-1.2526, -5.1839, 9.9209], [-1.8329, -5.6381, 11.5618], [-2.1911, -4.1000, 10.7339], [-2.7370, -5.3991, 8.2978], [0.5152, -3.7388, 14.2040], [-0.0950, -4.6084, 15.2880], [-1.6143, -4.6723, 15.2426], [0.4593, -5.8895, 15.1708], [1.5335, -3.3500, 14.1967], [-0.1348, -2.8647, 14.1097], [0.4532, -4.2014, 13.2157], [0.2208, -4.1400, 16.2224], [-2.1598, -3.7323, 15.3444], [-2.0256, -5.1992, 16.1049], [-1.9694, -5.0627, 14.2871], [-0.0997, -6.4969, 14.6813], [-4.5428, -8.9786, 19.3409], [-4.9725, -7.6380, 18.7777], [-4.6542, -7.6281, 17.2689], [-6.3165, -7.5321, 18.9276], [-4.7996, -8.9492, 20.4010], [-3.4834, -9.2276, 19.2648], [-5.0010, -9.8465, 18.8637], [-4.3525, -6.9092, 19.3077], [-3.6889, -8.0909, 17.0535], [-4.6745, -6.6524, 16.7866], [-5.3680, -8.2931, 16.7796], [-6.5464, -6.6185, 18.6926], [-5.6723, -3.8253, 19.4034], [-7.0166, -4.0095, 18.6964], [-7.3553, -2.6993, 17.9577], [-6.8911, -5.0799, 17.8228], [-4.9167, -3.7260, 18.6201], [-5.2748, -4.7301, 19.8669], [-5.6427, -2.9901, 20.1020], [-7.7996, -4.3341, 19.3837], [-7.3209, -1.8022, 18.5730], [-8.1865, -2.7927, 17.2591], [-6.5060, -2.6053, 17.2745], [-6.3911, -4.8745, 17.0249], [-2.3104, -0.8525, 12.7094], [-2.6016, -1.8597, 13.6119], [-2.4521, -1.1878, 11.6793], [-3.0571, -0.0761, 12.8910], [-1.2945, -0.4612, 12.7724], [-3.0397, -2.6332, 13.2482], [-8.5482, -7.6419, 15.0708], [-9.5528, -6.7857, 14.5134], [-8.7247, -8.6842, 14.8004], [-7.5137, -7.3557, 14.8924], [-8.6227, -7.6824, 16.1596], [-10.3923, -7.1097, 14.8500]],
  "atomic_forces_ev_per_a": [[-0.3307, -0.0843, -0.8294], [-0.0027, 0.5612, 0.0028], [0.1975, -1.2559, 1.2382], [0.6018, 0.7289, 0.1883], [1.9441, 1.6607, -0.0959], [0.2484, 1.7963, 0.7057], [-1.3422, -0.9418, 0.4491], [-1.0208, -1.5857, -0.4517], [0.2325, -0.0879, -0.5286], [-0.4383, -0.0042, -1.5308], [-0.1227, -1.0885, 1.2253], [-1.2777, 0.4144, 0.6122], [0.6750, -0.0159, -1.1650], [0.4795, 0.6155, 0.2552], [-0.9196, 0.2287, 0.9378], [0.5009, -0.4511, -0.3740], [0.4967, 0.0869, -0.5781], [-0.4276, 0.0650, -0.0340], [0.4091, -0.5821, 0.1250], [-0.0479, -0.2656, 0.0095], [-0.1993, -0.2177, 0.3371], [0.1662, 0.3020, -0.0840], [0.2046, -0.1485, -0.0253], [1.0438, 0.1042, 1.4099], [-0.5470, -1.0881, -1.0840], [0.8608, 0.6172, 0.5356], [-0.5809, -0.1293, 0.7814], [-0.0762, 0.5980, -0.9779], [0.2855, 0.5119, 0.5159], [-0.4685, -0.1087, -0.6246], [-0.3547, 0.2286, -0.4802], [0.0331, -0.8697, -0.1611], [0.1491, 0.0728, -0.0068], [-0.3735, 0.0030, 0.4437], [-0.0283, 0.0866, -0.2692], [-1.1215, 1.1189, -1.5405], [0.2701, 0.8549, -0.5387], [-0.5601, 0.5805, 0.2412], [0.7839, -1.0691, 0.8126], [0.1723, -0.4398, 1.0433], [0.0729, 0.2480, 0.0082], [-0.2805, -0.4111, 0.0322], [-0.0106, -0.5312, 0.3765], [0.6337, 0.4875, -0.2214], [0.2524, -0.7247, -0.2403], [0.0123, -0.4220, 0.0669], [-0.2818, 0.2808, -0.0337], [0.1354, -0.5446, 0.6723], [2.4387, -1.5463, -1.7924], [0.5050, -0.2755, -0.0808], [-1.8188, 0.7002, 1.0661], [-0.0462, -0.4156, 0.0491], [0.1968, 0.6476, -0.0107], [-0.5860, 0.2376, -0.0237], [-0.3186, 0.5298, 0.0331], [0.2395, 0.2491, 0.1255], [-0.1237, 0.0681, 0.0985], [-0.2537, 0.1349, 0.0091], [-0.3408, -0.0245, -0.2533], [0.4529, -0.4340, -0.2222], [0.2903, 1.2471, 0.8463], [1.0354, -0.9092, -0.7151], [-0.5405, -1.2218, -0.8816], [-0.0340, 0.7496, -0.1479], [-0.6705, -0.1292, 0.5269], [0.0575, -0.0138, -0.0624], [-0.0294, 0.2782, 0.1782], [-0.4974, -0.1461, 0.0979], [-0.4605, 0.1561, 0.5459], [0.1571, 0.3247, -0.1062], [0.1766, 0.2787, -0.0782], [-1.0366, 0.2583, -1.0449], [0.7307, -0.8794, 1.3534], [0.0579, 0.0311, -0.1500], [0.3435, 0.5309, -0.2336], [0.0273, -0.1031, 0.4152], [-0.0924, 0.2389, -0.3092], [0.1667, -1.1129, 1.3999], [0.4030, 0.2680, -0.5409], [0.1630, 0.0742, -0.5999], [-0.3556, 0.4273, -0.6771], [-0.1791, 0.5005, 0.1032], [-0.1068, 0.0956, -0.0686]],
  "lowdin_charge": [0.30, 0.18, 0.10, 0.13, 0.92, -0.28, -0.27, -0.26, -0.26, -0.27, -0.28, -0.04, -0.48, -0.04, -0.06, 0.06, 0.09, 0.05, 0.13, 0.07, 0.08, 0.08, 0.09, -0.05, -0.46, -0.07, -0.06, 0.06, 0.07, 0.08, 0.12, 0.08, 0.08, 0.08, 0.07, -0.06, -0.49, -0.06, -0.05, 0.07, 0.06, 0.07, 0.14, 0.07, 0.08, 0.07, 0.08, -0.07, -0.55, -0.05, -0.04, 0.08, 0.08, 0.08, 0.13, 0.07, 0.05, 0.08, 0.05, -0.04, -0.48, -0.04, -0.07, 0.09, 0.07, 0.08, 0.14, 0.08, 0.08, 0.07, 0.05, -0.18, -0.14, 0.08, 0.08, 0.07, 0.03, -0.11, -0.12, 0.08, 0.08, 0.09, 0.11]
}